The following is a DFT calculation (wB97M-V/def2-TZVPD) of one molecule with the formula C6H14N3O3P.

Last column: Mulliken charge in e.
CARTESIAN COORDINATES (ANGSTROEM)
C  1.16604  -1.84207  0.40344  -0.8360
C  0.23230  0.57810  0.28326  -1.0562
C  1.28012  -0.34065  -0.24352  1.5632
C  1.08206  -0.47282  -1.75391  -1.5714
C  2.59147  0.25025  0.27817  -2.1083
C  -3.98970  1.30525  -0.74847  -0.6046
N  0.04082  -2.53569  0.05802  0.4384
N  -1.05678  -2.75402  0.25966  -0.3052
N  -1.84689  -1.13680  1.50821  -0.7126
O  -2.50443  -1.51119  -1.02903  -0.6840
O  -0.98542  0.38268  -0.40846  -0.2441
O  -3.30626  0.65049  0.32575  -0.4011
P  -2.22857  -0.54144  0.05153  0.8661
H  2.10628  -2.31041  0.31027  0.4773
H  1.15689  -1.74591  1.47764  0.4718
H  0.11219  0.64078  1.33421  0.5174
H  0.51004  1.56610  -0.00511  0.5533
H  2.05423  -0.56690  -2.17662  0.4348
H  0.68798  0.43680  -2.18854  0.3270
H  0.31553  -1.21979  -2.06443  0.3857
H  2.55643  1.13117  -0.29569  0.5226
H  3.47837  -0.21907  -0.09829  0.4682
H  2.78389  0.43842  1.25105  0.4989
H  -5.00407  1.67508  -0.40894  0.2429
H  -4.31711  0.48673  -1.51779  0.2609
H  -3.23387  2.04936  -1.17188  0.1984
H  -2.72376  -1.62508  1.99680  0.2966

Results
Maximum force, eV/Å: 4.51
E_LUMO (spin up / spin down), eV: 0.01 / 0.01
Charge: 0
2S+1: 1
Electronic energy, Eh: -968.283573
E_HOMO (spin up / spin down), eV: -8.48 / -8.48
Gap between HOMO and LUMO (spin up / spin down), eV: 8.484 / 8.487